1.
75
Properties=species:S:1:pos:R:3:forces:R:3 method="wB97M-V/def2-TZVPD" homo_energy_ev="-14.20 / -14.20" gap_ev="5.518 / 5.519" lumo_energy_ev="-8.7 / -8.7" molar_mass_g_mol=720.3 multiplicity=1 total_energy_ha=-4169.02972 total_charge=+2
V -0.619 -0.081 -0.032 0.20 -0.66 0.45
C -3.628 -0.429 2.054 0.01 0.00 0.03
C -2.764 0.777 2.147 0.04 0.04 0.01
C -2.959 1.860 2.984 -0.09 -0.02 0.05
C -1.923 2.751 2.731 0.03 0.02 -0.02
C -1.639 4.077 3.345 0.00 -0.01 0.00
N -1.157 2.214 1.777 -0.08 -0.10 -0.01
N -1.650 0.998 1.400 0.14 0.04 -0.15
B 0.118 2.710 1.095 0.06 0.06 -0.01
N -0.186 2.734 -0.418 -0.05 0.01 -0.08
N -0.594 1.581 -1.032 0.02 -0.05 0.11
C -0.795 1.873 -2.363 -0.01 -0.05 0.04
C -1.277 0.879 -3.353 0.00 -0.01 0.01
C -0.511 3.200 -2.556 -0.01 0.02 -0.07
C -0.115 3.714 -1.313 0.00 0.03 0.00
C 0.328 5.092 -0.975 0.00 -0.01 0.00
N 1.207 1.653 1.349 0.04 -0.11 -0.02
N 1.003 0.329 1.032 -0.05 0.18 -0.06
C 2.116 -0.359 1.422 -0.07 0.09 -0.03
C 2.308 -1.827 1.294 0.04 0.03 0.06
C 3.011 0.540 1.962 0.07 -0.11 0.02
C 2.413 1.795 1.901 -0.03 0.07 0.00
C 2.958 3.108 2.343 -0.01 0.00 0.00
H -4.542 -0.256 2.617 0.01 0.01 0.01
H -3.140 -1.304 2.486 0.00 0.00 -0.01
H -3.915 -0.650 1.028 0.00 0.00 -0.03
H -3.764 1.989 3.691 0.05 -0.01 -0.04
H -2.368 4.286 4.124 -0.01 -0.01 0.01
H -1.698 4.873 2.601 0.01 -0.02 0.02
H -0.644 4.100 3.790 -0.02 0.00 -0.01
H 0.459 3.781 1.478 -0.04 -0.04 0.00
H -2.222 0.433 -3.042 -0.01 0.00 0.02
H -0.570 0.063 -3.490 0.01 0.02 -0.02
H -1.427 1.368 -4.312 0.00 0.02 -0.01
H -0.583 3.745 -3.483 0.01 -0.03 0.05
H 0.206 5.741 -1.838 0.00 -0.01 0.00
H 1.381 5.094 -0.688 -0.02 0.00 0.00
H -0.249 5.499 -0.146 0.01 0.00 -0.01
H 1.963 -2.323 2.203 0.01 0.02 -0.03
H 3.369 -2.043 1.181 -0.01 0.02 0.00
H 1.766 -2.263 0.465 -0.06 -0.04 -0.09
H 3.988 0.312 2.355 -0.04 0.01 -0.01
H 3.904 2.957 2.857 0.00 -0.01 -0.01
H 2.271 3.615 3.020 0.02 -0.01 -0.01
H 3.134 3.762 1.487 -0.01 -0.02 0.02
Cl -3.538 -6.686 1.385 0.00 0.04 -0.02
C -2.773 -5.158 1.294 0.06 -0.10 0.15
C -1.872 -4.801 2.344 -0.10 -0.13 -0.02
C -1.209 -3.615 2.350 0.08 0.12 -0.02
Cl -0.166 -3.190 3.643 -0.04 -0.01 0.02
C -1.371 -2.699 1.267 -0.01 -0.03 0.03
O -0.685 -1.622 1.233 0.00 0.30 -0.32
C -2.338 -3.049 0.255 -0.03 -0.13 0.09
C -2.615 -2.121 -0.712 0.21 0.43 -0.08
O -1.999 -0.975 -0.745 -0.21 -0.04 -0.12
C -3.020 -4.300 0.277 -0.01 0.08 -0.09
H -1.724 -5.501 3.158 0.00 0.02 -0.02
H -3.352 -2.264 -1.495 -0.06 -0.10 -0.02
H -3.718 -4.548 -0.512 0.02 0.02 0.03
O 2.095 0.844 -1.530 0.00 0.05 0.03
C 1.759 -0.264 -1.842 -0.11 -0.11 0.03
N 0.550 -0.870 -1.361 -0.07 0.24 0.18
S 0.318 -2.410 -2.063 0.16 0.03 0.12
O 0.336 -3.378 -1.006 0.00 -0.01 0.00
O -0.826 -2.372 -2.922 -0.06 0.03 -0.03
C 1.817 -2.381 -2.955 0.00 -0.07 -0.07
C 2.313 -3.386 -3.764 -0.05 0.01 0.02
C 3.536 -3.143 -4.375 0.04 0.00 -0.03
C 4.217 -1.942 -4.177 0.03 -0.01 -0.02
C 3.697 -0.947 -3.362 0.04 0.03 -0.02
C 2.479 -1.185 -2.747 -0.04 -0.03 0.00
H 1.776 -4.313 -3.917 0.02 0.03 0.01
H 3.967 -3.898 -5.019 -0.01 0.01 0.02
H 5.167 -1.788 -4.671 -0.02 0.00 0.01
H 4.216 -0.010 -3.205 -0.02 -0.02 0.00


2.
74
Properties=species:S:1:pos:R:3:forces:R:3 method="wB97M-V/def2-TZVPD" homo_energy_ev=-9.14 gap_ev=8.696 lumo_energy_ev=-0.4 molar_mass_g_mol=778.7 multiplicity=1 total_energy_ha=-4363.90546 smiles="[H]/N=C(/C)Cc1c(P(=O)(O)O)ccc2c1C(=O)NC2=O.O=S1(=O)OCCO1.O=S1(=O)OCCO1.O=S1(=O)OCCO1.O=S1(=O)OCCO1" total_charge=0
C 3.355 -2.895 -2.136 0.16 0.28 0.03
C 2.926 -3.777 -3.284 -0.52 -0.66 -0.61
N 3.758 -4.578 -3.806 0.13 0.05 0.49
C 1.459 -3.777 -3.831 1.24 1.22 0.76
C 0.801 -2.423 -3.620 -0.21 -1.44 -0.09
C -0.391 -2.265 -2.911 -0.01 -0.20 0.65
P -1.325 -3.640 -2.199 -0.97 -0.81 -0.40
O -1.235 -4.893 -2.957 0.46 -0.11 -0.23
O -0.959 -3.760 -0.662 -0.17 0.58 -0.34
O -2.878 -3.160 -2.206 0.86 0.43 0.22
C -0.913 -1.000 -2.721 -1.02 0.41 0.64
C -0.323 0.132 -3.218 0.23 1.16 -0.23
C 0.833 -0.014 -3.934 0.24 -0.05 -0.40
C 1.368 -1.281 -4.131 0.74 0.65 -0.82
C 2.616 -1.114 -4.972 -0.17 -0.30 -0.04
O 3.345 -1.935 -5.471 -0.42 0.42 0.49
N 2.779 0.281 -5.142 0.28 -0.09 0.43
C 1.726 1.021 -4.583 0.14 -0.09 0.28
O 1.641 2.224 -4.628 -0.18 -0.64 0.30
H 2.619 -2.144 -1.838 0.03 -0.15 -0.09
H 3.608 -3.472 -1.242 -0.12 -0.14 -0.23
H 4.276 -2.382 -2.436 -0.14 -0.05 0.05
H 3.307 -5.117 -4.544 0.13 0.05 -0.09
H 1.546 -3.928 -4.910 -0.15 -0.35 0.16
H 0.955 -4.591 -3.313 -0.31 0.14 -0.37
H -1.656 -4.249 -0.193 -0.11 0.03 0.22
H -3.162 -3.250 -3.126 -0.30 -0.10 0.10
H -1.825 -0.851 -2.151 0.07 -0.30 0.01
H -0.717 1.128 -3.042 -0.15 -0.16 0.03
H 3.717 0.614 -4.955 0.01 0.26 -0.73
C -0.902 2.184 0.683 -0.04 0.29 0.45
C 0.558 2.550 0.552 -0.08 -0.06 -0.57
O 1.260 1.467 1.184 -0.38 -0.24 0.26
S 0.440 0.104 0.967 -0.18 0.68 -0.16
O 1.005 -0.587 -0.138 -0.04 -0.31 0.08
O 0.246 -0.508 2.230 0.22 -0.25 0.00
O -0.944 0.760 0.490 0.44 -0.11 -0.21
H -1.279 2.405 1.681 -0.05 0.01 -0.04
H -1.524 2.685 -0.055 -0.06 -0.22 -0.07
H 0.794 3.489 1.029 0.15 -0.14 0.18
H 0.867 2.588 -0.497 0.00 0.06 0.02
C 4.241 7.438 0.683 0.31 0.23 0.35
C 4.555 6.001 1.039 0.13 -0.18 -0.52
O 3.447 5.581 1.845 -0.18 0.40 0.12
S 2.116 6.328 1.353 0.61 0.18 -0.15
O 1.404 5.461 0.482 -0.19 0.26 0.05
O 1.501 6.935 2.475 -0.22 -0.18 0.08
O 2.825 7.458 0.465 -0.08 -0.44 -0.02
H 4.469 8.113 1.510 0.02 -0.02 -0.01
H 4.766 7.769 -0.209 -0.23 0.00 -0.11
H 5.487 5.899 1.588 -0.16 -0.06 0.22
H 4.588 5.368 0.149 0.04 0.03 0.00
C -2.192 -7.243 2.420 0.46 0.20 0.15
C -3.008 -6.746 3.594 -0.23 -0.47 0.13
O -3.667 -5.573 3.101 0.30 0.11 -0.38
S -3.985 -5.756 1.540 0.24 -0.44 0.44
O -5.326 -6.183 1.392 -0.09 0.13 -0.26
O -3.473 -4.628 0.847 0.00 0.16 -0.13
O -3.021 -7.012 1.275 -0.34 0.11 0.19
H -1.273 -6.665 2.300 0.00 -0.02 0.03
H -1.946 -8.299 2.501 -0.16 -0.03 -0.20
H -2.394 -6.504 4.457 -0.06 0.26 -0.05
H -3.773 -7.470 3.883 0.05 -0.02 0.01
C -2.393 4.447 5.237 0.33 0.37 -0.17
C -3.672 5.258 5.252 -0.17 -0.14 0.48
O -4.320 4.929 4.018 0.39 -0.14 -0.23
S -3.986 3.407 3.628 0.12 0.31 0.43
O -5.058 2.582 4.045 0.00 -0.20 -0.16
O -3.488 3.386 2.301 -0.14 -0.05 -0.16
O -2.761 3.195 4.646 -0.39 0.06 0.02
H -1.633 4.914 4.607 -0.01 0.03 0.03
H -1.989 4.290 6.234 -0.06 -0.24 -0.03
H -3.487 6.327 5.312 -0.08 0.01 -0.26
H -4.327 4.955 6.071 0.05 0.02 0.02


3.
57
Properties=species:S:1:pos:R:3:forces:R:3 method="wB97M-V/def2-TZVPD" homo_energy_ev="-18.53 / -18.71" gap_ev="7.592 / 6.650" lumo_energy_ev="-10.9 / -12.1" s2=0.766 molar_mass_g_mol=584.7 multiplicity=2 total_energy_ha=-1733.20927 total_charge=+3
Ir 0.050 0.195 0.158 -1.66 -7.30 -1.20
C -2.644 -0.393 -2.375 0.08 -0.06 0.12
C -2.999 -0.736 -0.918 -0.22 -0.13 -0.25
N -2.239 -0.064 0.164 1.65 1.37 -0.09
C -2.705 -0.496 1.498 -0.32 -0.08 0.06
C -1.765 -0.055 2.582 -0.25 -0.02 0.26
N -0.364 -0.383 2.269 1.02 1.65 -0.63
C 0.201 -1.665 2.718 0.19 -0.33 0.17
C -0.481 -2.919 2.238 -0.03 -0.01 -0.06
C -0.690 -3.046 0.730 -0.19 -0.19 0.23
N 0.111 -2.149 -0.136 0.11 1.86 0.30
C -0.178 -2.452 -1.554 0.02 -0.17 -0.34
C 0.387 -1.387 -2.442 0.12 -0.39 -0.17
N -0.117 -0.077 -2.037 1.03 2.03 0.96
C -1.374 0.388 -2.659 -0.44 0.02 -0.35
H -3.433 0.231 -2.795 -0.06 -0.05 0.00
H -2.676 -1.317 -2.953 0.03 0.00 0.00
H -2.923 -1.808 -0.747 0.08 0.00 0.04
H -4.059 -0.505 -0.791 0.03 0.05 0.27
H -2.352 0.946 0.063 -0.59 -0.04 0.09
H -2.814 -1.578 1.489 0.00 0.00 -0.05
H -3.692 -0.085 1.721 -0.07 -0.03 -0.16
H -2.074 -0.507 3.527 0.07 0.03 0.05
H -1.831 1.028 2.701 0.05 0.01 0.03
H 0.200 0.315 2.737 -0.09 -0.11 0.31
H 0.206 -1.691 3.810 -0.02 0.11 0.02
H 1.244 -1.664 2.393 0.02 0.05 0.04
H -1.445 -3.056 2.730 0.02 0.00 0.02
H 0.150 -3.734 2.593 -0.07 -0.07 0.00
H -1.729 -2.884 0.462 0.01 0.02 -0.02
H -0.474 -4.082 0.460 0.10 0.08 -0.28
H 1.103 -2.313 0.029 -0.01 -0.08 0.08
H -1.253 -2.532 -1.677 0.00 -0.02 0.07
H 0.253 -3.413 -1.843 -0.01 -0.09 0.21
H 0.126 -1.602 -3.480 0.02 0.09 -0.04
H 1.477 -1.375 -2.376 0.01 0.02 -0.05
H 0.579 0.613 -2.316 -0.02 -0.10 -0.38
H -1.246 0.398 -3.745 0.15 -0.07 0.00
H -1.512 1.419 -2.361 0.06 -0.01 0.00
C 3.044 3.593 3.565 -0.13 0.02 -0.03
C 3.420 2.580 2.555 0.20 -0.12 0.08
N 4.606 2.203 2.242 0.21 0.02 -0.04
N 4.484 1.242 1.272 -0.15 0.08 0.03
C 3.226 0.987 0.959 0.39 -0.09 -0.01
S 2.560 -0.170 -0.064 -1.16 0.66 0.08
N 2.504 1.851 1.757 -0.14 -0.01 0.07
N 1.195 1.917 1.653 -0.42 0.92 0.22
H 3.952 3.939 4.054 0.02 0.00 -0.02
H 2.389 3.171 4.332 0.01 -0.02 -0.02
H 2.551 4.453 3.107 0.01 -0.01 -0.01
H 5.320 0.826 0.879 0.02 -0.02 0.04
H 0.822 2.457 2.442 0.26 0.16 0.01
H 0.773 3.459 0.429 -0.10 -0.18 -0.06
O 0.478 4.149 -0.193 0.18 0.30 0.01
N -0.515 3.599 -0.911 -0.18 -0.32 -0.08
O -1.010 4.261 -1.737 -0.03 0.03 0.01
O -0.812 2.409 -0.636 0.18 0.54 0.45


4.
38
Properties=species:S:1:pos:R:3:forces:R:3 method="wB97M-V/def2-TZVPD" homo_energy_ev=-9.03 gap_ev=8.760 lumo_energy_ev=-0.3 molar_mass_g_mol=215.2 multiplicity=1 total_energy_ha=-824.04627 smiles=COC[C@H](C)N.O.O.O.O.O.O.O total_charge=0
C 1.865 -4.202 -2.976 -0.67 -0.62 0.39
C 1.806 -2.929 -2.172 1.41 0.56 -0.50
C 2.744 -2.984 -0.939 -1.66 -1.03 0.00
O 2.566 -1.836 -0.151 0.44 0.94 -0.33
C 1.477 -1.855 0.736 -0.61 -1.07 0.23
N 2.183 -1.785 -3.032 0.01 0.28 0.58
H 1.159 -4.164 -3.806 0.29 0.15 -0.22
H 1.512 -5.037 -2.360 0.23 -0.01 0.00
H 2.874 -4.436 -3.317 -0.01 0.08 -0.14
H 0.777 -2.748 -1.856 0.03 -0.04 0.22
H 3.790 -3.114 -1.208 0.08 0.42 -0.19
H 2.472 -3.887 -0.367 0.08 0.08 0.16
H 1.861 -2.217 1.691 -0.30 0.32 0.33
H 0.672 -2.545 0.441 0.33 -0.25 -0.23
H 0.916 -0.924 0.812 0.72 0.44 0.04
H 3.076 -1.956 -3.490 -0.12 -0.30 -0.03
H 2.398 -1.027 -2.380 -0.27 0.11 -0.31
O -0.402 4.824 1.396 -0.15 -0.36 -0.12
H 0.203 4.928 0.649 -0.02 -0.03 0.14
H -0.354 3.880 1.610 0.31 0.11 -0.03
O -3.434 2.820 1.135 -0.23 0.15 0.43
H -4.296 2.901 0.705 0.19 0.01 -0.05
H -3.505 3.360 1.938 0.04 -0.05 -0.19
O -0.654 1.735 1.009 -0.04 0.03 0.39
H -0.876 1.011 1.617 0.22 0.03 -0.12
H -1.460 2.260 0.927 -0.07 -0.19 -0.25
O -3.974 0.189 2.005 0.29 0.55 -0.07
H -4.367 -0.116 1.180 0.10 -0.04 0.06
H -3.632 1.090 1.803 -0.47 -0.51 -0.04
O 2.045 2.252 -0.212 0.08 -0.10 0.19
H 1.446 1.922 0.473 -0.10 0.05 -0.24
H 2.746 1.593 -0.267 -0.06 0.06 0.00
O -2.737 5.498 -0.152 0.30 -0.32 0.21
H -2.114 4.944 0.367 -0.27 0.62 -0.26
H -3.613 5.193 0.088 -0.01 0.03 -0.05
O -1.373 -0.691 2.712 -0.30 0.40 -0.17
H -2.258 -0.332 2.486 0.16 -0.53 0.17
H -1.539 -1.618 2.905 0.08 0.03 0.00


What did the fourth record say?
38
Properties=species:S:1:pos:R:3:forces:R:3 method="wB97M-V/def2-TZVPD" homo_energy_ev=-9.03 gap_ev=8.760 lumo_energy_ev=-0.3 molar_mass_g_mol=215.2 multiplicity=1 total_energy_ha=-824.04627 smiles=COC[C@H](C)N.O.O.O.O.O.O.O total_charge=0
C 1.865 -4.202 -2.976 -0.67 -0.62 0.39
C 1.806 -2.929 -2.172 1.41 0.56 -0.50
C 2.744 -2.984 -0.939 -1.66 -1.03 0.00
O 2.566 -1.836 -0.151 0.44 0.94 -0.33
C 1.477 -1.855 0.736 -0.61 -1.07 0.23
N 2.183 -1.785 -3.032 0.01 0.28 0.58
H 1.159 -4.164 -3.806 0.29 0.15 -0.22
H 1.512 -5.037 -2.360 0.23 -0.01 0.00
H 2.874 -4.436 -3.317 -0.01 0.08 -0.14
H 0.777 -2.748 -1.856 0.03 -0.04 0.22
H 3.790 -3.114 -1.208 0.08 0.42 -0.19
H 2.472 -3.887 -0.367 0.08 0.08 0.16
H 1.861 -2.217 1.691 -0.30 0.32 0.33
H 0.672 -2.545 0.441 0.33 -0.25 -0.23
H 0.916 -0.924 0.812 0.72 0.44 0.04
H 3.076 -1.956 -3.490 -0.12 -0.30 -0.03
H 2.398 -1.027 -2.380 -0.27 0.11 -0.31
O -0.402 4.824 1.396 -0.15 -0.36 -0.12
H 0.203 4.928 0.649 -0.02 -0.03 0.14
H -0.354 3.880 1.610 0.31 0.11 -0.03
O -3.434 2.820 1.135 -0.23 0.15 0.43
H -4.296 2.901 0.705 0.19 0.01 -0.05
H -3.505 3.360 1.938 0.04 -0.05 -0.19
O -0.654 1.735 1.009 -0.04 0.03 0.39
H -0.876 1.011 1.617 0.22 0.03 -0.12
H -1.460 2.260 0.927 -0.07 -0.19 -0.25
O -3.974 0.189 2.005 0.29 0.55 -0.07
H -4.367 -0.116 1.180 0.10 -0.04 0.06
H -3.632 1.090 1.803 -0.47 -0.51 -0.04
O 2.045 2.252 -0.212 0.08 -0.10 0.19
H 1.446 1.922 0.473 -0.10 0.05 -0.24
H 2.746 1.593 -0.267 -0.06 0.06 0.00
O -2.737 5.498 -0.152 0.30 -0.32 0.21
H -2.114 4.944 0.367 -0.27 0.62 -0.26
H -3.613 5.193 0.088 -0.01 0.03 -0.05
O -1.373 -0.691 2.712 -0.30 0.40 -0.17
H -2.258 -0.332 2.486 0.16 -0.53 0.17
H -1.539 -1.618 2.905 0.08 0.03 0.00


Q: The highest multiplicity belongs to which entry?
A: C13H30IrN9O3S